A structure of composition C56H33AsCl4F6N6O4SeW. Source: OMol25; level of theory: ωB97M-V with the def2-TZVPD basis set.

```
112
Properties=species:S:1:pos:R:3:mulliken_spin:R:1
W -0.257 -0.306 -0.287 -0.05
Cl -7.274 6.367 -0.343 0.00
C -5.942 5.243 -0.315 0.00
C -4.647 5.723 -0.406 0.00
C -3.592 4.823 -0.381 0.03
C -3.821 3.455 -0.267 0.03
C -5.132 3.000 -0.175 0.02
C -6.198 3.888 -0.198 0.00
C -2.679 2.499 -0.241 0.08
C -2.320 1.943 0.936 -0.12
C -3.031 2.210 2.163 0.12
C -2.404 1.539 3.142 -0.13
C -1.257 0.904 2.551 0.11
C -0.243 0.374 3.310 0.02
C -0.442 0.183 4.770 0.00
C -1.240 -0.863 5.225 -0.01
C -1.449 -1.062 6.582 0.00
C -0.852 -0.202 7.488 0.00
Cl -1.109 -0.442 9.194 0.00
C -0.056 0.848 7.063 0.00
C 0.144 1.034 5.703 0.00
C 0.998 0.137 2.736 0.13
N 1.238 0.155 1.377 -0.03
C 2.602 -0.022 1.266 0.05
C 3.339 -0.108 0.088 0.07
C 4.817 -0.283 0.209 0.03
C 5.613 0.799 0.576 0.01
C 6.987 0.664 0.702 0.00
C 7.563 -0.571 0.452 0.00
Cl 9.291 -0.751 0.607 0.00
C 6.795 -1.659 0.079 0.00
C 5.419 -1.512 -0.041 0.01
C 2.802 0.055 -1.167 0.05
C 3.642 0.044 -2.349 -0.07
C 2.864 0.350 -3.390 0.08
C 1.528 0.563 -2.869 -0.09
N 1.504 0.340 -1.490 0.09
C 0.476 0.898 -3.630 0.14
C -0.823 1.172 -3.037 -0.01
C -1.769 2.069 -3.734 0.00
C -2.491 2.722 -2.660 0.20
C -2.048 2.187 -1.485 -0.03
N -0.987 1.283 -1.613 -0.02
C 0.627 1.123 -5.092 0.01
C 1.414 2.181 -5.546 0.02
C 1.566 2.433 -6.900 0.00
C 0.914 1.617 -7.809 0.00
Cl 1.095 1.925 -9.514 0.00
C 0.119 0.566 -7.387 0.00
C -0.025 0.326 -6.028 0.03
C 3.199 -0.141 2.560 0.09
C 2.196 -0.070 3.469 0.01
N -1.231 1.095 1.178 0.06
H -4.470 6.787 -0.492 0.00
H -2.574 5.184 -0.452 0.00
H -5.314 1.937 -0.079 0.00
H -7.217 3.534 -0.126 0.00
H -3.886 2.860 2.241 0.01
H -2.631 1.523 4.196 -0.01
H -1.695 -1.531 4.504 0.00
H -2.064 -1.878 6.935 0.00
H 0.396 1.511 7.787 0.00
H 0.759 1.856 5.358 0.00
H 5.148 1.759 0.766 0.00
H 7.607 1.504 0.985 0.00
H 7.264 -2.612 -0.123 0.00
H 4.809 -2.350 -0.352 0.00
H 4.692 -0.192 -2.345 0.00
H 3.130 0.410 -4.431 0.00
H -1.560 2.522 -4.695 0.00
H -3.249 3.477 -2.764 0.01
H 1.914 2.813 -4.822 0.00
H 2.179 3.252 -7.249 0.00
H -0.381 -0.060 -8.113 0.00
H -0.659 -0.482 -5.694 0.00
H 4.252 -0.280 2.740 0.00
H 2.260 -0.141 4.542 -0.01
C 1.163 -4.690 3.872 0.00
C 1.895 -3.832 3.074 -0.01
C 1.271 -2.889 2.269 0.02
C -0.115 -2.789 2.254 0.01
C -0.854 -3.674 3.050 0.00
C -0.222 -4.603 3.852 0.00
N -0.879 -1.840 1.435 0.00
N -2.073 -1.853 1.785 0.00
C -2.954 -1.237 0.918 0.00
C -4.311 -1.458 1.152 0.00
C -5.217 -1.128 0.166 0.00
C -4.729 -0.634 -1.042 0.00
C -3.376 -0.391 -1.240 -0.01
C -2.446 -0.636 -0.237 0.00
H 1.660 -5.429 4.487 0.00
H 2.976 -3.890 3.052 0.00
H 1.887 -2.270 1.656 0.00
H -1.933 -3.644 3.026 0.00
H -0.821 -5.277 4.451 0.00
H -4.611 -1.928 2.080 0.00
H -6.276 -1.300 0.306 0.00
H -5.417 -0.438 -1.857 0.00
H -3.052 -0.023 -2.201 0.00
O 1.467 -2.508 -2.886 0.00
Se -0.182 -2.239 -3.288 0.00
O -1.015 -3.597 -3.237 0.00
O -0.750 -1.428 -1.743 -0.01
O -1.936 0.624 -3.784 0.04
F 0.986 -1.724 -0.245 0.00
As 2.448 -4.026 -2.478 0.00
F 3.118 -3.197 -1.093 0.00
F 3.721 -3.330 -3.441 0.00
F 3.443 -5.401 -2.126 0.00
F 1.809 -4.817 -3.880 0.00
F 1.178 -4.648 -1.495 0.00
```

Results
- LUMO (spin up / spin down) (hartree) = 0.0156 / 0.0087
- spin multiplicity = 2
- <S²> = 0.899
- relative energy (zero: lowest compared OMol25 entry of this formula, charge and spin) (eV) = 0.000
- charge = -1
- highest occupied orbital energy (spin up / spin down) (eV) = -4.267 / -5.274

=====

The molecule C4H4Cl2OS at a distorted geometry. Source: OMol25; level of theory: ωB97M-V with the def2-TZVPD basis set.

```
12
Properties=species:S:1:pos:R:3:mulliken_charge:R:1
C 0.032 -0.284 0.393 -0.22
C -0.556 0.841 -0.302 -0.56
C -0.238 -1.715 0.085 -0.17
C -0.138 2.107 -0.154 -0.13
O 2.450 -1.663 0.563 -0.53
S 1.479 -1.229 -0.384 0.43
Cl -1.405 -2.164 -1.029 -0.16
Cl -0.955 3.282 -1.084 -0.18
H 0.181 0.070 1.366 0.46
H -1.261 0.704 -1.020 0.40
H -0.296 -2.425 1.033 0.34
H 0.706 2.477 0.535 0.32
```

Results
- LUMO (hartree) = 0.0119
- spin multiplicity = 1
- relative energy (zero: lowest compared OMol25 entry of this formula, charge and spin) (eV) = 2.645
- highest occupied orbital energy (eV) = -8.957

=====

A structure of composition C10H21NO7PtS at a distorted geometry. Source: OMol25; level of theory: ωB97M-V with the def2-TZVPD basis set.

```
41
Properties=species:S:1:pos:R:3:mulliken_charge:R:1
Pt -0.066 0.090 -0.255 1.34
C -3.387 2.562 0.034 -0.84
C -2.106 3.078 0.554 0.75
C -1.984 4.421 1.155 -1.34
O -1.077 2.627 -0.093 -0.22
C -1.788 0.453 2.621 0.73
O -2.424 0.864 3.482 -0.28
O -1.111 -0.087 1.824 -0.58
H -3.590 3.180 -0.849 0.38
H -4.205 2.688 0.741 0.42
H -3.315 1.521 -0.283 0.16
H -2.109 5.135 0.330 0.41
H -1.011 4.588 1.622 0.48
H -2.766 4.615 1.889 0.39
H -0.321 3.245 -0.001 0.34
C -3.019 -1.792 -3.879 -1.16
C -3.450 -2.389 -2.542 -0.31
C -2.473 -3.422 -1.990 -0.77
S -0.880 -2.670 -1.636 0.45
O -1.276 -1.555 -0.606 -0.65
C -0.044 -3.933 -0.678 -0.63
C -0.749 -4.363 0.608 -0.33
C 0.241 -5.071 1.532 -1.45
H -3.781 -1.116 -4.262 0.38
H -2.855 -2.569 -4.626 0.32
H -2.089 -1.226 -3.789 0.32
H -4.417 -2.881 -2.651 0.40
H -3.587 -1.602 -1.799 0.11
H -2.237 -4.192 -2.729 0.52
H -2.828 -3.874 -1.065 0.36
H 0.931 -3.491 -0.461 0.40
H 0.104 -4.765 -1.372 0.57
H -1.568 -5.042 0.371 0.30
H -1.165 -3.488 1.111 0.30
H 0.700 -5.930 1.043 0.36
H -0.275 -5.433 2.420 0.39
H 1.027 -4.393 1.868 0.38
O 3.028 0.205 -2.197 -0.41
N 2.032 0.225 -1.594 1.13
O 1.490 1.268 -1.070 -0.56
O 1.301 -0.841 -1.345 -0.52
```

Results
- LUMO (hartree) = -0.3295
- spin multiplicity = 1
- relative energy (zero: lowest compared OMol25 entry of this formula, charge and spin) (eV) = 2.909
- charge = +2
- highest occupied orbital energy (eV) = -15.735

=====

What did the second record say?
The molecule C4H4Cl2OS at a distorted geometry. Source: OMol25; level of theory: ωB97M-V with the def2-TZVPD basis set.

```
12
Properties=species:S:1:pos:R:3:mulliken_charge:R:1
C 0.032 -0.284 0.393 -0.22
C -0.556 0.841 -0.302 -0.56
C -0.238 -1.715 0.085 -0.17
C -0.138 2.107 -0.154 -0.13
O 2.450 -1.663 0.563 -0.53
S 1.479 -1.229 -0.384 0.43
Cl -1.405 -2.164 -1.029 -0.16
Cl -0.955 3.282 -1.084 -0.18
H 0.181 0.070 1.366 0.46
H -1.261 0.704 -1.020 0.40
H -0.296 -2.425 1.033 0.34
H 0.706 2.477 0.535 0.32
```

Results
- LUMO (hartree) = 0.0119
- spin multiplicity = 1
- relative energy (zero: lowest compared OMol25 entry of this formula, charge and spin) (eV) = 2.645
- highest occupied orbital energy (eV) = -8.957